Record 1
{
  "formula": "C51H46O31",
  "method": "ωB97M-V with the def2-TZVPD basis set",
  "symbols": ["C", "O", "C", "C", "C", "O", "H", "C", "C", "O", "H", "C", "H", "O", "C", "C", "C", "C", "O", "C", "C", "C", "H", "O", "O", "H", "C", "H", "H", "H", "H", "H", "C", "C", "C", "C", "C", "O", "H", "H", "H", "C", "C", "H", "O", "H", "C", "C", "H", "O", "H", "H", "H", "O", "O", "O", "O", "C", "H", "C", "C", "O", "H", "O", "C", "O", "C", "C", "H", "H", "H", "O", "H", "H", "H", "C", "C", "C", "C", "C", "H", "H", "C", "C", "H", "H", "C", "C", "O", "H", "O", "O", "C", "C", "C", "H", "H", "C", "H", "H", "C", "H", "O", "H", "H", "C", "O", "O", "H", "O", "H", "O", "O", "O", "H", "C", "O", "H", "H", "H", "C", "O", "C", "C", "C", "O", "H", "C"],
  "positions_angstrom": [[29.31, 24.53, 5.44], [26.41, 26.75, 9.59], [35.47, 26.26, 8.29], [35.36, 23.78, -0.80], [36.24, 24.10, 0.44], [26.92, 29.98, 6.11], [30.88, 27.20, 7.80], [29.54, 20.69, 3.81], [35.69, 24.03, 1.80], [30.82, 25.48, 6.88], [33.13, 29.82, 3.99], [29.74, 21.62, 2.70], [28.52, 24.22, 9.93], [22.92, 20.45, 1.85], [32.56, 20.89, 8.54], [27.06, 28.92, 2.47], [29.77, 29.32, 9.96], [33.15, 20.08, 7.46], [33.86, 23.70, 3.27], [31.05, 27.89, 4.24], [33.35, 18.70, 7.72], [27.56, 19.48, 2.66], [27.15, 27.25, 0.62], [30.20, 29.91, 3.33], [36.46, 24.22, 2.74], [31.20, 27.42, 5.27], [34.37, 23.65, 1.97], [32.47, 21.87, 8.26], [30.38, 20.32, 5.54], [30.86, 21.88, 10.52], [32.51, 29.77, 5.46], [28.26, 18.94, 4.78], [26.94, 27.53, 2.55], [28.44, 19.68, 3.82], [27.46, 23.05, 8.50], [25.42, 22.91, 1.22], [29.73, 28.14, 9.00], [33.50, 20.63, 6.44], [29.02, 21.61, 0.51], [26.07, 23.50, 6.88], [27.06, 23.83, 10.60], [32.24, 30.14, 4.53], [26.83, 27.72, 5.12], [26.91, 25.91, 4.25], [26.97, 26.74, 1.41], [36.16, 24.10, 7.25], [28.49, 27.30, 8.89], [34.97, 28.54, 7.56], [32.97, 17.00, 9.38], [31.04, 20.87, 10.64], [31.91, 27.54, 3.77], [26.62, 30.93, 5.89], [29.02, 23.66, 5.70], [33.26, 22.99, -1.55], [27.13, 19.99, 0.30], [34.79, 26.21, 4.60], [35.43, 28.19, 9.74], [31.69, 23.67, 5.70], [35.70, 25.56, 9.24], [33.53, 23.31, 0.75], [32.82, 18.04, 9.03], [35.72, 24.13, -2.00], [32.79, 23.90, 6.11], [27.95, 22.00, 7.93], [34.92, 26.66, 5.70], [26.86, 27.23, 6.24], [35.33, 25.71, 6.84], [27.28, 28.62, 10.52], [32.40, 23.04, 0.79], [25.60, 28.37, 10.99], [28.27, 26.66, 8.05], [26.54, 18.71, 2.70], [28.56, 22.62, 10.42], [25.84, 23.40, 0.37], [25.87, 24.25, 8.33], [27.83, 20.29, 1.48], [28.92, 21.34, 1.46], [27.86, 23.41, 9.98], [26.87, 29.16, 4.97], [31.12, 29.35, 3.98], [27.10, 30.91, 3.45], [31.92, 31.30, 4.67], [32.32, 18.83, 10.11], [27.28, 27.48, 9.72], [37.20, 24.37, 0.16], [31.77, 23.55, 4.50], [32.03, 20.29, 9.85], [26.14, 23.00, 2.53], [27.12, 23.75, 2.72], [28.51, 30.44, 11.31], [30.52, 22.61, 2.73], [30.83, 30.02, 10.18], [34.74, 28.01, 6.18], [26.94, 26.86, 3.94], [24.41, 21.99, 0.88], [30.34, 27.40, 3.58], [35.08, 30.00, 8.59], [25.70, 22.12, 3.54], [31.41, 22.68, 6.09], [23.04, 21.35, -0.11], [26.56, 23.88, 7.69], [28.56, 25.01, 6.08], [26.25, 28.87, 11.27], [26.00, 21.44, 5.21], [29.31, 24.88, 4.30], [24.47, 21.29, 3.35], [32.04, 18.32, 11.23], [34.71, 29.92, 7.79], [26.79, 19.01, 0.31], [33.95, 17.96, 6.66], [33.71, 18.48, 5.94], [30.78, 27.98, 8.12], [27.09, 29.40, 1.32], [35.48, 24.37, 6.61], [34.56, 23.81, 3.80], [35.28, 27.67, 8.65], [30.63, 20.64, 4.70], [36.35, 24.54, -1.81], [27.11, 24.82, 7.28], [24.06, 20.66, 4.22], [28.49, 29.58, 10.67], [23.72, 21.99, -0.29], [23.87, 21.16, 2.04], [27.06, 29.79, 3.56], [30.66, 24.58, 6.12], [26.42, 22.14, 4.68], [34.42, 28.74, 5.40], [33.94, 23.32, -0.63]],
  "molar_mass_g_mol": 1154.90,
  "homo_ev": -8.697
}

---

Record 2
{
  "formula": "C51H47F3NP2ReSbSeSi",
  "method": "ωB97M-V with the def2-TZVPD basis set",
  "symbols": ["C", "C", "H", "H", "H", "C", "C", "H", "C", "H", "C", "C", "H", "H", "H", "H", "C", "H", "H", "C", "C", "P", "C", "C", "C", "H", "H", "N", "C", "H", "H", "H", "H", "C", "C", "C", "C", "H", "C", "H", "H", "C", "C", "C", "H", "C", "H", "C", "H", "H", "H", "H", "C", "C", "C", "H", "F", "H", "H", "H", "F", "C", "H", "C", "H", "C", "C", "C", "C", "H", "C", "H", "C", "C", "H", "C", "H", "C", "C", "H", "C", "C", "H", "C", "C", "Sb", "C", "H", "H", "C", "F", "C", "H", "C", "H", "H", "C", "H", "H", "C", "C", "C", "Re", "Se", "H", "H", "P", "Si"],
  "positions_angstrom": [[-4.26, -3.65, -2.13], [-3.47, 2.90, 2.01], [1.24, -0.92, -5.22], [3.80, 1.41, -3.58], [-5.40, 0.30, -0.09], [3.81, -1.93, 2.67], [-3.68, -2.87, -3.12], [4.59, 1.96, 0.43], [4.20, 3.56, 1.80], [-0.25, 2.83, 2.34], [1.66, 3.65, 0.71], [3.87, -0.30, -0.64], [-0.70, -4.55, -4.34], [-0.88, -3.36, 1.70], [-4.65, -1.00, 3.87], [-5.30, 3.14, 3.10], [0.13, 0.94, 3.29], [-4.03, -1.52, 0.48], [5.67, -0.09, -4.04], [-1.76, 3.88, -3.13], [0.19, 2.38, 5.63], [2.05, 1.69, -1.16], [0.39, 1.01, 5.69], [-2.75, -0.77, 2.87], [-4.38, -3.16, -0.84], [-0.20, 4.12, 4.45], [1.04, -2.42, -6.13], [-0.57, 2.21, -2.17], [2.84, -3.51, 1.11], [2.62, -0.23, 3.14], [-2.56, 4.46, -3.55], [0.67, 3.72, 0.26], [2.93, -4.44, 0.57], [2.75, -3.19, -3.25], [2.02, 4.56, 1.70], [-0.36, 4.25, -3.11], [-0.05, 3.05, 4.44], [-4.84, -3.76, -0.07], [2.66, -1.15, 2.57], [-2.81, -4.62, 2.57], [0.05, 5.16, -3.51], [-3.22, -1.60, -2.82], [1.61, -1.53, 1.75], [3.85, 2.67, 0.80], [0.49, -0.78, 4.55], [0.33, 3.23, -2.57], [-0.37, -1.66, -5.40], [-3.34, -1.10, -1.52], [-2.74, 0.30, 3.01], [0.31, -5.14, -3.02], [-4.63, -4.64, -2.37], [-2.94, 3.65, 2.59], [5.16, -0.16, -3.09], [-1.71, -2.81, 2.15], [-1.69, -1.43, 2.23], [0.56, 0.54, 6.64], [4.97, -3.85, 2.02], [2.16, 2.57, -3.43], [4.64, -1.65, 3.30], [0.91, -3.02, 0.35], [-4.88, -3.56, 3.67], [3.29, 4.50, 2.25], [3.57, 5.20, 3.03], [-0.08, 2.31, 3.27], [2.37, 3.84, -2.23], [-4.85, 1.02, 0.50], [-0.21, -4.26, -3.41], [3.87, -3.10, 1.94], [-5.49, 1.68, 1.53], [-2.77, -1.00, -3.60], [-4.80, 2.62, 2.29], [3.38, -2.31, -3.43], [-2.78, -3.54, 2.63], [4.93, -1.15, -0.91], [-0.99, -3.98, -2.71], [-3.92, -1.89, -0.53], [3.15, -4.03, -3.82], [0.35, 0.29, 4.51], [1.80, 2.95, -2.47], [-3.05, 1.09, -3.47], [4.09, 0.69, -2.82], [-3.83, -2.86, 3.22], [6.43, -1.72, -2.35], [2.57, 2.70, 0.26], [1.71, -2.71, 1.02], [-0.07, -0.25, 1.56], [-2.83, 2.23, 0.98], [2.82, -3.45, -2.19], [-3.95, 2.14, -2.38], [-3.83, -1.49, 3.37], [0.22, 3.08, 6.76], [3.45, 0.63, -1.59], [3.37, -0.37, 0.32], [-3.50, 1.27, 0.23], [-6.53, 1.48, 1.74], [-3.61, -3.24, -4.13], [0.69, -1.86, -5.25], [-1.79, 2.46, 0.76], [5.26, -1.86, -0.17], [5.58, -1.07, -2.14], [-1.86, 2.64, -2.61], [-2.98, 1.66, -2.54], [-0.19, 0.71, -1.01], [0.34, -1.27, -1.96], [5.20, 3.52, 2.22], [1.31, 5.31, 2.03], [-2.61, 0.52, -1.15], [0.99, -2.87, -3.72]],
  "total_charge": 2,
  "molar_mass_g_mol": 1207.90,
  "s2": 0.757,
  "homo_ev": [-12.922, -13.133],
  "multiplicity": 2
}

---

Per-record strongest force on any atom, Eh/bohr: 0.3821, 0.0104
Per-record energy relative to the best compared isomer or geometry (same formula, charge and spin), eV: 1.181, 0.432